ORCA calculation (wB97M-V/def2-TZVPD) on C22H19HfN8O6SSbSe4 as an isolated structure at a distorted geometry.

Computed properties:
- Molecular weight: 1139.601 g mol⁻¹
- LUMO energy: -2.7775 eV
- Max |F|: 3.2 eV/A
- HOMO: -6.895 eV
- Total energy: -12031.4342 hartree

ORCA input file:
```
! RIJCOSX wB97M-V def2-TZVPD def2/J DEFGRID3
* xyz 0 1
Hf 0.284 -0.494 0.658
Se 1.547 1.754 4.574
Sb 1.923 -0.300 3.372
Se -0.324 -1.540 2.903
Se 2.707 0.111 0.884
Se 3.457 -1.860 4.384
C 2.822 -1.221 -4.658
C 3.198 -1.438 -3.341
C 2.261 -1.354 -2.328
C 0.933 -1.043 -2.632
C 0.558 -0.823 -3.967
C 1.500 -0.913 -4.967
N 0.028 -0.944 -1.566
N -1.178 -0.861 -1.924
C -2.170 -0.677 -0.982
C -3.481 -0.730 -1.458
C -4.524 -0.513 -0.582
C -4.238 -0.235 0.749
C -2.914 -0.199 1.148
N -1.902 -0.425 0.313
H 3.560 -1.288 -5.447
H 4.228 -1.666 -3.102
H 2.551 -1.546 -1.304
H -0.468 -0.567 -4.181
H 1.214 -0.732 -5.994
H -3.636 -0.935 -2.508
H -5.548 -0.541 -0.929
H -5.022 -0.050 1.467
H -2.646 0.011 2.177
O 0.094 1.401 -0.452
C 0.149 1.963 0.671
O -0.023 1.262 1.710
C 0.385 3.425 0.793
C -0.400 4.266 0.020
C -0.260 5.636 0.172
C 0.663 6.177 1.045
C 1.454 5.309 1.772
C 1.325 3.933 1.678
N 2.471 5.873 2.680
O 3.259 5.099 3.177
O 2.425 7.072 2.883
N -1.121 6.530 -0.614
O -1.989 6.014 -1.295
O -0.910 7.723 -0.540
H -1.115 3.869 -0.686
H 0.764 7.246 1.153
H 1.945 3.295 2.298
C -2.582 -5.275 1.177
C -1.757 -4.868 -0.048
C -0.457 -4.237 0.316
N -0.119 -3.039 0.013
N 1.128 -2.668 0.437
C 1.744 -3.626 1.091
N 2.962 -3.513 1.584
S 0.793 -5.083 1.199
H -3.466 -5.831 0.863
H -2.908 -4.396 1.732
H -2.003 -5.908 1.849
H -2.306 -4.153 -0.661
H -1.552 -5.749 -0.662
H 3.413 -2.608 1.563
H 3.276 -4.119 2.320
*
```

Atom charges from the Mulliken analysis, given in e for atoms 1 to 2: Hf 0.4199; Se -0.5200